ORCA calculation (the ωB97M-V functional and the def2-TZVPD basis) on one molecule with the formula C22H24F3NO3.

The calculation puts the energy above the lowest of the compared OMol25 structures with the same formula, charge and spin at 7.3 kcal/mol. Its SMILES is O=C(c1cccc(C(F)(F)F)c1)[C@@H]1CCCN(Cc2ccc(OCCO)cc2)C1. The spin multiplicity is 1. The value obtained for the strongest force on any atom is 0.58 eV/A. For the frontier orbital gap, the calculation gives 0.3036 hartree.

CARTESIAN COORDINATES (ANGSTROEM)
O 4.626 -0.192 0.847
C 3.439 0.021 0.756
C 2.906 0.802 -0.402
C 3.706 0.862 -1.543
C 3.299 1.560 -2.664
C 2.085 2.224 -2.657
C 1.289 2.174 -1.519
C 0.000 2.944 -1.505
F -0.894 2.478 -0.628
F -0.609 2.945 -2.708
F 0.191 4.242 -1.197
C 1.686 1.471 -0.391
C 2.441 -0.521 1.755
C 3.154 -1.264 2.885
C 2.124 -1.885 3.820
C 1.167 -2.774 3.033
N 0.502 -1.978 2.021
C -0.604 -2.657 1.362
C -1.547 -1.649 0.761
C -1.750 -1.545 -0.605
C -2.651 -0.634 -1.135
C -3.375 0.192 -0.285
O -4.338 1.080 -0.666
C -4.731 1.179 -2.015
C -3.790 2.043 -2.866
O -2.952 1.213 -3.641
C -3.143 0.123 1.090
C -2.242 -0.783 1.601
C 1.457 -1.473 1.059
H 4.655 0.347 -1.526
H 3.926 1.595 -3.541
H 1.754 2.778 -3.522
H 1.049 1.465 0.479
H 1.864 0.308 2.177
H 3.805 -0.578 3.427
H 3.783 -2.045 2.452
H 2.622 -2.472 4.593
H 1.547 -1.095 4.305
H 0.408 -3.184 3.704
H 1.725 -3.619 2.588
H -0.251 -3.363 0.590
H -1.142 -3.231 2.122
H -1.205 -2.193 -1.279
H -2.770 -0.571 -2.204
H -5.717 1.649 -1.972
H -4.827 0.191 -2.480
H -4.385 2.688 -3.528
H -3.205 2.680 -2.193
H -2.247 1.748 -4.018
H -3.698 0.785 1.736
H -2.071 -0.836 2.665
H 0.904 -0.949 0.276
H 2.028 -2.295 0.585

Here are the Mulliken charges for atoms 1 to 2, given in e:
1. O -0.617
2. C -0.066